Entry 1:
Entry from the OMol25 dataset: a cluster of 2 separate species, C3H5NO3 in total in a non-equilibrium geometry (wB97M-V/def2-TZVPD).

Summary:
HOMO energy in eV: -10.1
Kohn-Sham gap in eV: 9.80
LUMO energy in eV: -0.278
Electronic energy in Ha: -397.5668
Strongest force on any atom in eV/Å: 6.0

```
12
Properties=species:S:1:pos:R:3:forces:R:3
C 0.5531 -0.8022 -2.1402 1.46 -1.71 1.38
C -0.1492 -0.0649 -0.8684 0.77 -2.01 0.21
C 0.6057 1.0927 1.0379 2.89 0.13 0.45
H 1.6617 -1.3325 -1.6732 -3.43 1.75 -1.40
H -0.2076 -1.7060 -2.2546 1.89 1.95 -0.15
H 0.8443 -0.3050 -3.1622 -1.00 -0.49 2.36
H 0.7583 2.1626 1.6053 -1.24 -2.37 -1.82
H -2.7601 -0.6597 0.9956 5.95 0.99 0.18
N -0.8431 -0.9284 -0.2207 -1.55 0.93 0.93
O 0.1244 1.1506 -0.3009 0.43 0.68 0.56
O 1.1891 0.1155 1.4490 -1.39 1.78 -0.39
O -1.3701 -0.3930 1.0841 -4.77 -1.62 -2.30
```
Forces are in eV/Å.

***

Entry 2:
Entry from the OMol25 dataset: the molecule C4H4IN in a non-equilibrium geometry (wB97M-V/def2-TZVPD).

Summary:
HOMO energy (spin up / spin down) in eV: -8.5 / -8.5
Kohn-Sham gap (spin up / spin down) in eV: 7.47 / 7.47
LUMO energy (spin up / spin down) in eV: -1.034 / -1.035
SMILES: IN1C#CCC1
Electronic energy in Ha: -507.0127
Strongest force on any atom in eV/Å: 4.2

```
10
Properties=species:S:1:pos:R:3:forces:R:3
I -1.8699 1.1610 2.2352 1.05 -0.62 -0.46
N -0.2566 0.3751 1.0971 -0.67 -0.33 0.16
C 0.9740 0.8512 1.0203 1.56 0.37 -0.35
C 1.3496 0.6537 -0.3014 -0.52 1.85 2.68
C 0.7876 -0.5444 -0.8195 0.22 -3.29 2.59
C -0.6214 -0.1719 -0.2385 -1.02 3.23 -1.41
H 0.9719 -0.6485 -1.8449 -0.54 -0.62 -1.49
H 0.9466 -1.5267 -0.1917 0.34 1.43 -1.40
H -0.9641 0.8572 -0.6801 -0.09 -2.37 -0.46
H -1.3177 -1.0067 -0.2764 -0.32 0.35 0.15
```
Forces are in eV/Å.

***

Entry 3:
Entry from the OMol25 dataset: a cluster of 2 separate species, C3H3Cl2N in total in a non-equilibrium geometry (wB97M-V/def2-TZVPD).

Summary:
HOMO energy in eV: -9.8
Kohn-Sham gap in eV: 7.31
LUMO energy in eV: -2.517
Electronic energy in Ha: -1091.0870
Strongest force on any atom in eV/Å: 5.9

```
9
Properties=species:S:1:pos:R:3:forces:R:3
C 1.0860 -1.8767 -0.0824 -2.14 5.19 -1.79
C -0.8067 0.5300 0.5231 -1.99 0.00 -3.37
C 0.2169 0.5979 -0.5917 0.03 -1.19 1.81
N 1.5634 -2.8149 0.3216 1.63 -3.38 1.40
Cl 1.5273 1.6188 -0.2995 0.18 -0.41 -0.37
Cl -0.3670 0.4378 -2.1515 0.39 0.01 -0.16
H -0.5738 0.0538 1.3971 1.46 -1.50 1.91
H -1.6475 -0.1245 0.0276 1.02 1.85 1.35
H -0.9986 1.5779 0.8558 -0.58 -0.59 -0.78
```
Forces are in eV/Å.

***

Entry 4:
Entry from the OMol25 dataset: a cluster of 3 separate species, C17H46N5O3PSi in total in a non-equilibrium geometry (wB97M-V/def2-TZVPD).

Summary:
HOMO energy in eV: -8.1
Kohn-Sham gap in eV: 8.49
LUMO energy in eV: 0.367
SMILES: [H]/N=C(/N)NCCCC[SiH2]P(=O)(O)O.CCN(CC)CC.CCN(CC)CC
Electronic energy in Ha: -1805.6683
Strongest force on any atom in eV/Å: 3.8

```
73
Properties=species:S:1:pos:R:3:forces:R:3
H 2.2630 -1.8878 2.3807 0.12 -0.06 -0.24
N 2.7383 -1.8459 1.4725 -1.17 0.62 -1.15
C 1.9596 -1.2858 0.5948 1.21 -1.21 1.76
N 2.4915 -1.2059 -0.7474 -1.29 0.43 0.90
N 0.6365 -0.8371 0.9721 1.14 0.75 -1.63
C 0.2925 0.5074 0.4318 -0.32 1.00 1.87
C -0.9721 1.0212 1.2747 -0.35 0.30 -0.91
C -2.2408 1.3244 0.3338 -0.28 0.37 1.81
C -3.4266 0.4160 0.8592 0.26 -0.47 -0.61
Si -5.0878 0.6580 -0.0410 0.90 0.22 0.69
P -6.3822 -1.0660 0.5980 -1.88 -1.86 2.78
O -7.4087 -0.6246 1.6338 1.65 -0.64 -2.22
O -7.0364 -1.9105 -0.7081 1.21 1.42 1.32
O -5.3541 -2.1761 1.3757 -1.19 1.22 -1.69
H 2.3175 -2.0688 -1.2651 0.11 0.39 0.19
H 2.1525 -0.3870 -1.2488 -0.08 -0.46 -0.04
H 0.5981 -0.7362 1.9875 0.15 -0.33 -0.40
H 1.1329 1.2165 0.7151 -0.73 -0.59 -0.82
H 0.1086 0.5316 -0.6712 0.13 -0.25 1.02
H -1.2941 0.2565 2.0438 0.52 0.61 -1.00
H -0.7269 1.9457 1.8745 -0.07 -0.89 -0.81
H -2.0081 1.2066 -0.7539 -0.29 -0.11 0.96
H -2.5571 2.3959 0.5163 0.44 -1.02 -0.45
H -3.1419 -0.6701 0.7268 -0.26 1.05 0.28
H -3.6158 0.5840 1.9598 0.31 -0.13 -1.12
H -4.9684 0.6889 -1.5040 -0.01 -0.03 -0.22
H -5.7986 1.8483 0.4771 -0.05 -0.11 -0.20
H -7.0443 -1.2707 -1.4413 -0.18 -0.43 0.02
H -5.8901 -2.6770 2.0123 0.03 0.23 -0.09
C 1.9079 5.1706 2.8303 0.01 0.04 0.08
C 0.7668 5.9132 2.1472 0.10 -0.05 0.13
N -0.5390 5.6394 2.7301 -0.31 -0.20 -0.13
C -1.6475 6.1106 1.9090 -0.03 -0.11 -0.19
C -1.7819 7.6180 1.6891 -0.17 0.14 -0.05
C -0.6700 5.8878 4.1597 0.23 -0.11 0.20
C -0.3688 7.2992 4.6682 -0.06 0.12 0.18
H 1.7184 4.0948 2.8556 -0.05 0.06 0.03
H 2.8371 5.3344 2.2802 -0.06 0.02 0.02
H 2.0696 5.5201 3.8520 0.00 -0.05 -0.03
H 0.7558 5.5918 1.1008 -0.24 0.08 0.02
H 0.9950 6.9878 2.1420 0.10 0.05 -0.05
H -2.5878 5.7305 2.3227 0.13 -0.01 0.15
H -1.5631 5.6329 0.9257 0.16 -0.01 0.06
H -2.1590 8.1242 2.5773 0.09 0.03 -0.02
H -2.5000 7.8089 0.8867 0.04 -0.03 0.03
H -0.8382 8.0811 1.3953 -0.02 -0.03 0.04
H -0.0130 5.1914 4.6900 0.06 0.01 -0.13
H -1.6766 5.6052 4.4835 -0.02 0.01 -0.25
H 0.5463 7.7127 4.2390 -0.04 -0.04 -0.02
H -0.2345 7.2753 5.7530 0.00 -0.01 -0.05
H -1.1888 7.9877 4.4666 0.09 0.04 -0.06
C 2.4071 -5.1412 -1.3878 0.02 -0.02 0.00
C 2.1954 -5.2024 -2.8955 0.07 -0.08 0.17
N 3.4150 -5.4626 -3.6455 0.17 0.18 -0.25
C 3.2712 -5.2350 -5.0778 -0.02 0.21 -0.05
C 2.3048 -6.1348 -5.8496 -0.02 -0.07 -0.22
C 4.1532 -6.6611 -3.2714 0.06 -0.04 0.32
C 3.4207 -8.0025 -3.3490 0.07 -0.21 -0.03
H 3.1789 -4.4128 -1.1267 0.03 -0.09 -0.02
H 1.4797 -4.8378 -0.8958 0.02 -0.04 -0.03
H 2.6905 -6.1114 -0.9751 0.02 0.07 0.02
H 1.7969 -4.2300 -3.2042 0.09 -0.07 -0.24
H 1.4145 -5.9437 -3.1147 -0.13 0.01 0.03
H 4.2572 -5.2905 -5.5509 0.02 -0.09 0.17
H 2.9523 -4.1961 -5.2218 -0.04 -0.03 0.16
H 2.7138 -7.1339 -5.9986 -0.08 -0.01 0.05
H 2.1262 -5.7140 -6.8432 0.01 0.00 0.05
H 1.3348 -6.2228 -5.3568 0.05 -0.01 0.01
H 4.5159 -6.5339 -2.2468 -0.11 0.09 -0.02
H 5.0658 -6.7239 -3.8723 -0.14 0.17 -0.12
H 2.4190 -7.9584 -2.9163 0.03 0.04 -0.02
H 3.9809 -8.7570 -2.7899 -0.02 0.04 -0.01
H 3.3407 -8.3635 -4.3738 -0.11 0.01 0.03
```
Forces are in eV/Å.